Record 1
A structure of composition C3H4LiO3 at a distorted geometry. Source: the OMol25 dataset; level of theory: the ωB97M-V functional and the def2-TZVPD basis.

Geometry (Å):
H: 1.224 1.285 0.244
O: -0.406 0.248 -1.004
Li: -1.763 -0.797 -2.224
C: -0.189 1.048 0.022
C: 0.593 0.372 1.118
H: -1.063 1.632 0.351
H: -0.091 -0.162 1.793
H: 1.056 1.018 1.873
O: -0.547 -1.840 -1.549
C: 0.312 -1.376 -0.859
O: 0.874 -1.430 0.234

LUMO energy (spin up / spin down) = -5.5674 / -6.1108 eV
energy relative to the best compared isomer or geometry (same formula, charge and spin) = 7.3483 eV
net charge = +1

Record 2
A structure of composition C3H4LiO3Zn at a distorted geometry. Source: the OMol25 dataset; level of theory: the ωB97M-V functional and the def2-TZVPD basis.

Geometry (Å):
O: 0.363 0.877 0.828
C: 1.403 0.084 0.572
C: -0.943 0.523 0.450
O: 2.528 0.449 0.915
O: 1.234 -0.976 -0.136
C: -1.365 0.706 -0.858
H: -1.607 0.404 1.308
H: -1.349 -1.294 0.513
H: -0.802 1.371 -1.520
H: -2.428 0.522 -1.038
Zn: -0.325 -1.543 -1.030
Li: 3.290 -1.124 -0.006

LUMO energy (spin up / spin down) = -5.8691 / -6.0601 eV
energy relative to the best compared isomer or geometry (same formula, charge and spin) = 0.0000 eV
net charge = +1

Record 3
A structure of composition C3H4LiO4Sr at a distorted geometry. Source: the OMol25 dataset; level of theory: the ωB97M-V functional and the def2-TZVPD basis.

Geometry (Å):
H: 1.617 -3.163 2.961
C: 2.202 -2.250 2.847
C: 2.133 -0.943 3.454
O: 1.762 -1.205 2.045
H: 1.280 -0.669 4.080
H: 3.037 -0.338 3.544
O: -0.942 1.050 -0.901
C: -1.322 0.995 -2.143
O: -1.568 0.004 -2.794
Sr: 0.266 -0.477 0.381
H: -2.573 1.983 -3.192
Li: -1.444 3.008 -0.675
O: -1.974 2.151 -2.419

<S²> = 0.753
2S+1 = 2
LUMO energy (spin up / spin down) = -8.4068 / -8.4370 eV
energy relative to the best compared isomer or geometry (same formula, charge and spin) = 0.0000 eV
net charge = +2

Record 4
A structure of composition C3H4LiO4Zn at a distorted geometry. Source: the OMol25 dataset; level of theory: the ωB97M-V functional and the def2-TZVPD basis.

Geometry (Å):
O: 1.240 1.553 0.660
C: 2.266 0.631 0.943
C: -0.041 1.304 0.671
O: 3.373 1.121 0.719
O: 1.941 -0.461 1.406
C: -0.941 2.407 0.981
Zn: 5.038 1.172 0.645
H: -1.841 2.337 0.367
H: -0.431 3.373 0.906
Li: 2.780 -1.946 2.231
O: -0.512 0.161 1.009
H: 0.204 -0.527 1.032
H: -1.305 2.011 2.026

LUMO energy = -16.5684 eV
net charge = +3

Record 5
A structure of composition C3H4MnO4 at a distorted geometry. Source: the OMol25 dataset; level of theory: the ωB97M-V functional and the def2-TZVPD basis.

Geometry (Å):
O: -1.072 0.186 0.264
C: -0.606 -1.156 0.241
C: 0.904 -1.050 0.023
O: 1.046 0.119 -0.744
C: -0.102 1.067 -0.282
O: -0.546 1.821 -1.244
Mn: -0.601 3.328 -0.115
H: -1.104 -1.637 -0.613
H: -0.877 -1.643 1.184
H: 1.319 -1.900 -0.532
H: 1.434 -0.922 0.981
O: 0.205 1.785 0.836

<S²> = 12.011
2S+1 = 7
LUMO energy (spin up / spin down) = -6.1847 / -8.1643 eV
energy relative to the best compared isomer or geometry (same formula, charge and spin) = 1.5718 eV
net charge = +1

Record 6
The molecule C3H4N2 at a distorted geometry. Source: the OMol25 dataset; level of theory: the ωB97M-V functional and the def2-TZVPD basis.

Geometry (Å):
C: 0.343 -0.458 0.085
C: -0.736 0.366 0.153
C: -2.132 0.132 0.001
H: 2.419 -0.627 -0.316
H: 1.858 0.978 0.063
H: 0.197 -1.494 0.316
H: -0.386 1.430 -0.089
N: 1.631 -0.043 -0.107
N: -3.193 -0.284 -0.104

LUMO energy = 0.7152 eV
SMILES = N#C/C=C/N
energy relative to the best compared isomer or geometry (same formula, charge and spin) = 1.1644 eV
net charge = 0

Record 7
A cluster of 2 separate species, C3H4N2 in total at a distorted geometry. Source: the OMol25 dataset; level of theory: the ωB97M-V functional and the def2-TZVPD basis.

Geometry (Å):
C: 1.708 -0.785 -0.864
C: -0.786 0.510 0.563
C: 0.979 -0.842 0.346
N: 2.205 -0.059 0.109
N: -0.863 1.300 -0.401
H: 1.723 -0.722 -2.014
H: -1.310 -0.018 1.235
H: 0.881 -1.663 1.035
H: -1.661 1.909 -0.643

LUMO energy = 0.8849 eV
energy relative to the best compared isomer or geometry (same formula, charge and spin) = 6.0154 eV
net charge = 0

Record 8
A structure of composition C3H4N2. Source: the OMol25 dataset; level of theory: the ωB97M-V functional and the def2-TZVPD basis.

Geometry (Å):
N: -0.962 -0.561 -0.014
C: -0.757 0.763 0.072
C: 0.636 1.027 0.198
C: 1.097 -0.363 0.172
N: 0.133 -1.305 0.028
H: -1.842 -1.030 -0.192
H: -1.614 1.431 0.125
H: 1.170 0.436 -0.830
H: 2.122 -0.654 0.367

LUMO energy = 0.8085 eV
energy relative to the best compared isomer or geometry (same formula, charge and spin) = 4.0464 eV
net charge = 0

Record 9
A cluster of 2 separate species, C3H4N2 in total at a distorted geometry. Source: the OMol25 dataset; level of theory: the ωB97M-V functional and the def2-TZVPD basis.

Geometry (Å):
N: -0.914 -1.108 0.439
C: -0.899 1.224 -0.142
C: 0.312 1.154 0.018
C: 1.342 -0.926 0.035
N: 0.218 -1.415 0.073
H: -1.791 -0.938 -0.027
H: -1.796 1.803 -0.319
H: 1.256 1.568 0.219
H: 2.265 -1.384 -0.297

LUMO energy (spin up / spin down) = 0.6298 / 0.6293 eV
energy relative to the best compared isomer or geometry (same formula, charge and spin) = 7.0364 eV
net charge = 0

Record 10
A cluster of 2 separate species, C3H4N2 in total at a distorted geometry. Source: the OMol25 dataset; level of theory: the ωB97M-V functional and the def2-TZVPD basis.

Geometry (Å):
C: -0.922 -0.101 0.474
C: 1.827 1.126 -0.854
C: -0.780 -1.254 -0.227
N: -0.763 0.763 1.284
N: 1.072 0.445 -1.339
H: 2.531 1.643 -0.283
H: -1.407 0.930 2.051
H: -1.043 -1.294 -1.242
H: -0.516 -2.258 0.135

LUMO energy = 1.0764 eV
SMILES = C=C=N.C#N
energy relative to the best compared isomer or geometry (same formula, charge and spin) = 2.8815 eV
net charge = 0

Record 11
The ion C3H4N2 with charge +1 at a distorted geometry. Source: the OMol25 dataset; level of theory: the ωB97M-V functional and the def2-TZVPD basis.

Geometry (Å):
C: 1.238 -0.031 -0.016
C: 0.223 -0.943 0.242
N: -0.961 -0.371 0.022
C: -0.625 1.062 -0.242
N: 0.692 1.231 -0.288
H: 2.264 -0.192 0.047
H: 0.342 -2.080 0.401
H: -1.851 -0.649 0.198
H: -1.323 1.973 -0.365

<S²> = 0.763
2S+1 = 2
LUMO energy (spin up / spin down) = -4.5730 / -8.6749 eV
energy relative to the best compared isomer or geometry (same formula, charge and spin) = 0.5041 eV
net charge = +1

Record 12
A cluster of 2 separate species, C3H4N2O in total at a distorted geometry. Source: the OMol25 dataset; level of theory: the ωB97M-V functional and the def2-TZVPD basis.

Geometry (Å):
C: 0.080 1.612 0.950
C: -0.518 0.636 0.045
N: -1.022 -0.105 -0.674
O: -1.509 -0.933 -1.433
C: 0.756 -2.269 -0.853
N: 1.396 -1.661 -0.106
H: -0.655 2.396 1.140
H: 0.359 1.141 1.897
H: 0.973 2.055 0.500
H: 0.180 -2.843 -1.541

LUMO energy = 0.8451 eV
SMILES = CC#[N+][O-].C#N
energy relative to the best compared isomer or geometry (same formula, charge and spin) = 3.8287 eV
net charge = 0

Record 13
The molecule C3H4N2O at a distorted geometry. Source: the OMol25 dataset; level of theory: the ωB97M-V functional and the def2-TZVPD basis.

Geometry (Å):
O: 0.423 -1.566 1.174
C: 0.311 -0.426 0.463
C: -0.881 0.113 0.067
C: -0.564 1.070 -0.898
N: 0.740 1.237 -1.109
N: 1.347 0.230 -0.050
H: -0.456 -1.968 1.069
H: -1.786 0.013 0.632
H: -1.387 1.568 -1.444
H: 2.253 -0.272 0.097

LUMO energy = 0.6250 eV
SMILES = Oc1ccn[nH]1
energy relative to the best compared isomer or geometry (same formula, charge and spin) = 2.3560 eV
net charge = 0

Record 14
The molecule C3H4N2O at a distorted geometry. Source: the OMol25 dataset; level of theory: the ωB97M-V functional and the def2-TZVPD basis.

Geometry (Å):
O: 0.937 -0.334 -1.782
C: 0.173 0.268 -0.802
C: 0.796 0.392 0.401
C: -0.182 0.140 1.358
N: -1.388 0.107 0.819
N: -1.189 0.183 -0.531
H: 1.800 -0.469 -1.328
H: 1.861 0.545 0.459
H: 0.016 -0.123 2.387
H: -2.023 0.501 -1.019

LUMO energy = 0.6224 eV
SMILES = Oc1ccn[nH]1
energy relative to the best compared isomer or geometry (same formula, charge and spin) = 2.4729 eV
net charge = 0

Record 15
A structure of composition C3H4N2O. Source: the OMol25 dataset; level of theory: the ωB97M-V functional and the def2-TZVPD basis.

Geometry (Å):
O: 2.024 0.139 -0.341
C: 0.519 0.052 -0.198
N: -0.006 -1.137 -0.142
C: -1.323 -0.749 0.043
C: -1.395 0.631 0.093
N: -0.129 1.168 -0.062
H: 2.366 -0.730 -0.049
H: -2.112 -1.483 0.141
H: -2.254 1.274 0.235
H: 2.309 0.835 0.281

LUMO energy = -0.3715 eV
energy relative to the best compared isomer or geometry (same formula, charge and spin) = 3.0707 eV
net charge = 0

Record 16
The molecule C3H4N2O at a distorted geometry. Source: the OMol25 dataset; level of theory: the ωB97M-V functional and the def2-TZVPD basis.

Geometry (Å):
O: 1.832 -0.203 0.382
C: 0.663 -0.669 -0.215
C: -0.401 -1.165 0.526
N: -1.414 -0.257 0.506
C: -1.009 0.720 -0.294
N: 0.137 0.403 -0.925
H: 1.377 0.588 0.777
H: -0.439 -2.072 1.120
H: -1.519 1.657 -0.440
H: 0.773 0.999 -1.436

LUMO energy = 0.3476 eV
SMILES = Oc1cnc[nH]1
energy relative to the best compared isomer or geometry (same formula, charge and spin) = 2.8726 eV
net charge = 0

Record 17
The molecule C3H4N2O at a distorted geometry. Source: the OMol25 dataset; level of theory: the ωB97M-V functional and the def2-TZVPD basis.

Geometry (Å):
N: 0.387 1.554 0.245
C: 0.675 0.302 0.142
C: -1.738 -0.120 -0.106
C: -0.380 -0.688 0.190
O: 1.922 -0.094 -0.179
N: -1.293 -0.861 -0.993
H: 1.940 -1.032 -0.427
H: 1.228 2.087 -0.004
H: -2.513 0.457 0.391
H: -0.228 -1.604 0.741

LUMO energy = 0.7879 eV
SMILES = [H]/N=C(\O)[C@H]1C=N1
energy relative to the best compared isomer or geometry (same formula, charge and spin) = 2.9791 eV
net charge = 0

Record 18
A structure of composition C3H4N2O. Source: the OMol25 dataset; level of theory: the ωB97M-V functional and the def2-TZVPD basis.

Geometry (Å):
O: 1.790 -0.223 0.733
C: 0.684 0.079 0.021
N: 0.118 -1.036 -0.819
C: -1.026 -0.713 -0.325
C: -0.711 0.559 0.401
N: 0.297 1.361 -0.340
H: 1.867 -1.189 0.702
H: -1.920 -1.331 -0.306
H: -1.206 0.991 1.261
H: 0.106 1.503 -1.329

LUMO energy = 0.6706 eV
energy relative to the best compared isomer or geometry (same formula, charge and spin) = 3.9925 eV
net charge = 0

Record 19
A cluster of 2 separate species, C3H4N2O in total. Source: the OMol25 dataset; level of theory: the ωB97M-V functional and the def2-TZVPD basis.

Geometry (Å):
O: 2.248 0.798 -0.358
C: 1.412 -0.148 0.045
N: 1.159 -1.370 0.050
C: -1.741 -0.523 0.154
C: -2.277 0.549 0.044
N: 0.987 1.091 0.485
H: 1.876 -1.903 -0.438
H: -1.194 -1.440 0.248
H: -2.779 1.488 -0.040
H: 0.309 1.460 -0.191

LUMO energy = 0.8577 eV
SMILES = [H]/N=C1/NO1.C#C
energy relative to the best compared isomer or geometry (same formula, charge and spin) = 5.6137 eV
net charge = 0

Record 20
A cluster of 2 separate species, C3H4N2O in total. Source: the OMol25 dataset; level of theory: the ωB97M-V functional and the def2-TZVPD basis.

Geometry (Å):
O: 2.354 -0.156 0.030
C: 1.402 -1.018 -0.219
C: 0.506 -1.788 -0.449
N: -2.016 0.118 0.589
C: -1.055 0.816 0.325
N: -0.041 1.513 0.207
H: 1.903 0.696 0.200
H: -0.299 -2.461 -0.626
H: -2.523 -0.358 -0.144
H: -0.238 2.500 0.079

LUMO energy = 0.6610 eV
SMILES = N=C=N.C#CO
energy relative to the best compared isomer or geometry (same formula, charge and spin) = 3.4603 eV
net charge = 0